Molecular formula: C26H28FN3O2
Method: DFT, ωB97M-V with the def2-TZVPD basis set

Each line ends with the Mulliken charge.
CARTESIAN COORDINATES (ANGSTROEM)
O: 0.325 0.545 2.471  -0.6547
C: 0.747 1.521 1.877  0.5433
N: 0.093 2.072 0.825  0.2789
C: 0.655 3.041 -0.084  -0.7835
H: 1.551 3.483 0.351  0.5009
C: 0.986 2.358 -1.412  -0.6666
C: -0.255 1.669 -1.971  -0.9099
H: -0.002 1.161 -2.901  0.4142
H: -1.025 2.409 -2.195  0.2667
C: -0.834 0.671 -0.955  0.4583
N: -2.018 0.043 -1.541  0.2064
C: -3.042 -0.411 -0.614  -0.4635
H: -3.349 0.416 0.024  0.6418
C: -4.274 -0.883 -1.401  -1.3766
N: -3.940 -1.961 -2.304  0.1020
C: -4.022 -3.279 -1.881  0.8625
C: -3.061 -4.243 -2.207  -0.2407
C: -3.214 -5.566 -1.835  -0.8619
C: -4.333 -5.944 -1.122  0.3243
C: -5.308 -5.022 -0.785  -0.7199
C: -5.152 -3.707 -1.168  -0.2817
H: -5.935 -3.006 -0.927  0.3931
H: -6.181 -5.341 -0.238  0.4149
F: -4.482 -7.238 -0.750  -0.3395
H: -2.465 -6.299 -2.089  0.4135
H: -2.170 -3.972 -2.749  0.2327
C: -2.883 -1.525 -3.188  -1.5628
H: -2.632 -2.313 -3.896  0.5663
C: -1.649 -1.065 -2.409  -0.2754
H: -0.883 -0.736 -3.112  0.4230
H: -1.243 -1.909 -1.822  0.3549
H: -3.270 -0.669 -3.751  0.3996
H: -5.044 -1.191 -0.697  0.4149
H: -4.653 -0.047 -1.997  0.3647
H: -2.685 -1.240 0.023  0.2389
H: -0.068 -0.091 -0.717  0.0593
C: -1.116 1.439 0.344  -1.8067
H: -1.449 0.766 1.135  0.6917
H: -1.870 2.213 0.164  0.2082
H: 1.360 3.097 -2.122  0.4003
H: 1.773 1.619 -1.243  0.3170
H: -0.085 3.832 -0.251  0.2704
C: 2.003 2.211 2.314  -0.0759
C: 3.207 1.530 2.249  -0.4534
C: 4.383 2.124 2.709  0.8619
C: 4.321 3.409 3.252  -0.8241
C: 3.115 4.078 3.335  -0.7871
C: 1.954 3.488 2.867  -0.0708
H: 1.009 4.006 2.936  0.4851
H: 3.078 5.066 3.768  0.3951
H: 5.227 3.870 3.615  0.4713
C: 5.649 1.423 2.635  0.2015
C: 5.972 0.168 2.177  -0.3674
C: 7.365 0.024 2.355  -0.5363
C: 7.793 1.194 2.905  -0.5576
O: 6.770 2.042 3.077  -0.3561
H: 8.766 1.531 3.207  0.4662
H: 7.962 -0.830 2.109  0.4532
H: 5.305 -0.564 1.771  0.5010
H: 3.226 0.532 1.840  0.3743

HOMO: -7.5778 eV
Relative energy (zero: lowest compared OMol25 entry of this formula, charge and spin): 0.1006 eV
Kohn-Sham gap: 8.2 eV
SMILES: O=C(c1cccc(-c2ccco2)c1)N1CCC[C@H](N2CCN(c3ccc(F)cc3)CC2)C1

Molecular formula: C2H8N2O
Method: DFT, ωB97M-V with the def2-TZVPD basis set

Each line ends with the Mulliken charge.
CARTESIAN COORDINATES (ANGSTROEM)
O: -2.264 3.684 0.339  -0.3866
C: -1.314 2.959 0.308  -0.0086
H: -0.596 2.873 -0.530  0.1968
H: -1.054 2.283 1.150  0.1937
N: -0.562 -1.758 -0.149  -0.5121
C: 0.790 -1.613 0.286  -0.3483
N: 1.575 -0.532 -0.410  -0.5088
H: -0.711 -1.834 -1.141  0.2082
H: -1.248 -1.199 0.332  0.2027
H: 1.352 -2.522 0.046  0.2940
H: 0.808 -1.492 1.368  0.2522
H: 0.901 0.145 -0.718  0.1871
H: 2.323 -0.995 -0.883  0.2297

HOMO: -8.8362 eV
Relative energy (zero: lowest compared OMol25 entry of this formula, charge and spin): 2.5090 eV
Kohn-Sham gap: 9.5 eV
SMILES: C=O.NCN

Molecular formula: C5H9N4O
Method: DFT, ωB97M-V with the def2-TZVPD basis set

Each line ends with the Mulliken charge.
CARTESIAN COORDINATES (ANGSTROEM)
C: 1.002 -0.489 -1.158  0.7679
C: -1.206 1.442 2.708  -0.4972
C: -2.534 1.388 1.909  -0.4892
C: -1.214 1.449 1.267  0.4489
C: 1.801 -2.383 -2.336  -0.6710
N: -0.566 1.419 0.219  0.5032
N: 0.298 1.767 -0.554  -0.9081
N: 1.000 0.950 -1.224  0.3621
N: 0.379 -1.029 -0.200  -0.6132
O: 1.754 -0.980 -2.093  -0.3564
H: -0.984 2.253 3.319  0.2898
H: -1.105 0.499 3.242  0.2358
H: -2.911 0.367 1.966  0.2515
H: -3.117 2.271 1.980  0.2895
H: 2.588 -2.645 -2.893  0.2643
H: 0.795 -2.707 -2.815  0.3029
H: 1.913 -2.911 -1.357  0.2854
H: 1.541 1.266 -2.013  0.3146
H: 0.566 -1.925 0.032  0.2193

Total charge: +1
HOMO: -14.2547 eV
Relative energy (zero: lowest compared OMol25 entry of this formula, charge and spin): 5.7655 eV
Kohn-Sham gap: 9.8 eV
SMILES: [H]/N=C(/[NH+]=N\N=C1CC1)OC

Molecular formula: C59H156N14O27
Method: DFT, ωB97M-V with the def2-TZVPD basis set

Each line ends with the Mulliken charge.
CARTESIAN COORDINATES (ANGSTROEM)
C: -2.774 0.948 8.627  -0.7648
O: -1.625 1.375 7.795  -0.3665
C: -1.992 2.336 6.887  -0.3111
C: -0.720 2.721 6.101  -0.7151
N: 0.012 1.580 5.664  0.2822
C: 1.367 1.846 5.134  -0.9822
C: 1.958 0.624 4.515  0.9282
O: 2.038 -0.300 5.616  -0.3995
C: 3.312 -0.437 6.326  -0.9443
H: -3.122 1.739 9.381  0.2573
H: -2.463 0.070 9.102  0.2641
H: -3.658 0.770 7.963  0.2979
H: -2.331 3.224 7.392  0.5225
H: -2.747 1.945 6.208  0.0476
H: 0.014 3.301 6.758  0.3868
H: -1.017 3.308 5.207  0.1760
H: 0.230 0.902 6.353  0.1317
H: 2.067 2.216 5.919  0.3763
H: 1.345 2.622 4.356  0.1085
H: 2.938 0.780 4.043  0.4685
H: 1.203 0.299 3.820  -0.7536
H: 4.176 -0.089 5.698  0.2959
H: 3.284 -1.502 6.535  0.3435
H: 3.537 0.205 7.253  0.2453
C: -4.507 -0.676 2.781  -0.9207
O: -3.797 -1.378 3.783  0.1533
C: -3.201 -0.429 4.677  -1.2640
C: -2.326 -1.173 5.697  0.5854
N: -3.054 -1.763 6.750  0.0185
C: -3.869 -2.900 6.349  -0.1131
C: -4.382 -3.785 7.427  -0.8978
O: -3.246 -4.403 8.004  -0.2711
C: -3.404 -5.331 9.035  -0.8154
H: -5.029 0.205 3.093  0.5001
H: -5.199 -1.392 2.252  0.2233
H: -3.779 -0.367 2.052  0.1141
H: -3.990 0.117 5.125  0.9811
H: -2.679 0.338 4.055  0.5846
H: -1.655 -0.491 6.198  0.2382
H: -1.599 -1.710 5.115  -1.4254
H: -2.494 -2.174 7.524  0.4278
H: -3.421 -3.581 5.678  0.0610
H: -4.760 -2.523 5.847  0.2151
H: -5.034 -4.582 6.985  0.3890
H: -4.875 -3.194 8.238  0.4008
H: -3.891 -6.196 8.593  0.3142
H: -3.978 -4.969 9.852  0.3209
H: -2.375 -5.658 9.406  0.1986
C: -3.984 -1.418 -1.910  -0.4281
O: -3.688 -0.055 -2.109  -0.3966
C: -3.443 0.653 -0.944  0.4323
C: -3.340 2.131 -1.308  -0.3689
N: -3.192 2.955 -0.129  0.0116
C: -3.364 4.368 -0.285  -1.4368
C: -2.239 5.234 -1.020  0.9384
O: -2.889 6.329 -1.572  -0.4976
C: -2.047 7.233 -2.261  -0.1623
H: -3.872 -2.016 -2.803  0.3127
H: -4.994 -1.565 -1.527  0.5051
H: -3.334 -1.795 -1.094  -0.1218
H: -2.517 0.281 -0.577  -0.2924
H: -4.189 0.494 -0.096  0.1626
H: -4.336 2.446 -1.764  0.3500
H: -2.518 2.186 -2.048  0.0032
H: -2.388 2.787 0.512  0.1519
H: -3.644 4.833 0.667  0.2453
H: -4.259 4.524 -0.903  0.5337
H: -1.715 4.609 -1.759  0.0169
H: -1.594 5.596 -0.217  -0.1259
H: -1.444 6.705 -2.983  0.1111
H: -1.262 7.715 -1.666  -0.1038
H: -2.672 8.032 -2.643  0.2933
C: 2.820 3.702 -7.900  -0.7662
O: 3.004 3.014 -6.722  -0.3597
C: 1.867 2.313 -6.324  -1.4179
C: 2.082 1.717 -4.946  1.2115
N: 3.111 0.638 -5.126  -0.4030
C: 3.886 0.393 -3.858  0.0532
C: 4.907 -0.709 -4.002  -1.1056
O: 4.269 -1.935 -4.222  -0.3006
C: 5.307 -2.929 -4.320  -0.7780
H: 2.145 3.151 -8.598  0.3203
H: 3.799 3.901 -8.387  0.2461
H: 2.394 4.657 -7.714  0.2696
H: 1.657 1.514 -7.012  0.5595
H: 1.004 2.989 -6.274  0.5373
H: 1.125 1.215 -4.663  -0.5659
H: 2.370 2.497 -4.277  -0.0047
H: 3.846 1.114 -5.696  0.4139
H: 3.170 0.118 -3.107  -0.7076
H: 4.295 1.359 -3.530  0.6021
H: 5.455 -0.839 -3.085  0.4289
H: 5.462 -0.468 -4.868  0.6747
H: 4.904 -3.940 -4.624  0.1897
H: 5.823 -3.107 -3.372  0.2615
H: 6.110 -2.585 -5.032  0.3974
C: -7.952 -8.062 2.851  -0.6812
O: -6.682 -8.117 2.193  -0.4063
C: -6.593 -7.299 0.962  -0.6072
C: -6.214 -5.871 1.281  -0.4563
N: -4.877 -5.879 1.917  -0.0231
C: -4.382 -4.557 2.333  -1.2734
C: -2.853 -4.433 2.315  0.5835
O: -2.353 -5.112 3.507  -0.5369
C: -1.062 -4.754 3.932  -0.1855
H: -8.453 -7.103 2.677  0.3119
H: -7.760 -8.179 3.928  0.2429
H: -8.582 -8.838 2.439  0.2661
H: -7.587 -7.363 0.424  0.3707
H: -5.861 -7.716 0.312  0.3113
H: -6.990 -5.285 1.783  0.3091
H: -6.150 -5.461 0.271  0.2405
H: -4.839 -6.567 2.651  0.3376
H: -4.786 -4.202 3.352  0.1398
H: -4.795 -3.907 1.535  0.3720
H: -2.657 -3.355 2.250  -0.5031
H: -2.429 -4.839 1.437  0.7843
H: -0.683 -5.464 4.637  0.5034
H: -1.029 -3.766 4.388  -0.1913
H: -0.387 -4.792 3.038  0.1504
C: -1.807 -5.678 -8.853  -0.7540
O: -1.178 -6.233 -7.654  -0.2881
C: 0.037 -5.575 -7.368  -0.2051
C: 0.608 -6.198 -6.064  -0.9824
N: -0.091 -5.898 -4.803  0.6169
C: -1.422 -6.424 -4.664  -0.7931
C: -1.973 -5.979 -3.304  0.1094
O: -3.271 -6.479 -3.149  -0.4948
C: -3.861 -6.128 -1.871  -0.2718
H: -2.739 -6.226 -8.837  0.2399
H: -1.213 -5.905 -9.698  0.3024
H: -1.866 -4.590 -8.713  0.2865
H: 0.008 -4.487 -7.364  0.1277
H: 0.749 -5.761 -8.202  0.4534
H: 1.622 -5.787 -6.033  0.2802
H: 0.676 -7.246 -6.210  0.5527
H: -0.001 -4.914 -4.558  -0.2035
H: -1.402 -7.489 -4.574  0.3332
H: -2.156 -6.080 -5.349  0.3095
H: -2.010 -4.881 -3.137  -0.0826
H: -1.337 -6.432 -2.530  0.2528
H: -3.695 -5.066 -1.861  0.0964
H: -3.173 -6.558 -1.098  0.2440
H: -4.930 -6.403 -1.833  0.2298
C: 0.541 2.485 -1.789  -0.8095
O: 0.356 1.082 -1.826  1.5202
C: 1.113 0.236 -0.957  -0.0367
C: 1.152 -1.116 -1.603  0.7319
N: -0.103 -1.815 -1.816  0.5561
C: -0.354 -2.943 -0.881  -1.5213
C: -0.227 -2.621 0.620  0.8947
O: -1.151 -1.571 1.002  0.8672
C: -0.811 -0.967 2.212  0.9349
H: 1.610 2.770 -2.023  0.0968
H: 0.159 2.893 -0.778  0.0845
H: -0.160 2.860 -2.496  0.3024
H: 0.890 0.511 0.097  -0.1194
H: 2.197 0.686 -0.908  -0.4164
H: 1.921 -1.793 -1.177  -0.1171
H: 1.489 -0.912 -2.659  -0.8145
H: -0.938 -1.227 -1.674  -0.4523
H: 0.323 -3.757 -1.085  0.2795
H: -1.426 -3.253 -1.123  -0.0463
H: 0.740 -2.254 0.893  -0.3319
H: -0.503 -3.535 1.115  -0.0126
H: -1.124 -1.608 3.087  -1.3107
H: -1.378 0.013 2.289  -0.0812
H: 0.278 -0.694 2.160  -0.3154
C: 1.470 6.462 -4.219  -0.9186
O: 1.073 6.260 -2.920  0.0983
C: 2.163 6.144 -2.002  -0.3301
C: 2.784 7.532 -1.775  -1.2032
N: 1.760 8.315 -1.106  0.6908
C: 2.019 9.730 -1.195  -0.8912
C: 0.775 10.555 -0.817  -0.4673
O: -0.109 10.446 -1.888  -0.3198
C: -1.340 11.162 -1.610  -0.7544
H: 0.520 6.597 -4.832  0.1719
H: 2.097 5.619 -4.411  0.3511
H: 2.105 7.331 -4.273  0.2986
H: 3.040 5.465 -2.255  0.2626
H: 1.699 5.864 -1.022  0.1284
H: 3.126 7.908 -2.718  0.3475
H: 3.608 7.399 -1.117  0.6389
H: 0.875 7.990 -1.493  -0.2422
H: 2.388 10.001 -2.208  0.4074
H: 2.807 10.083 -0.593  0.4499
H: 1.075 11.593 -0.724  0.4614
H: 0.234 10.220 0.146  0.1766
H: -2.026 10.777 -2.349  0.2288
H: -1.239 12.271 -1.663  0.3026
H: -1.647 10.950 -0.554  0.3311
C: 2.213 -2.622 3.325  -0.0117
O: 2.360 -1.467 2.882  -0.6247
N: 1.876 -2.843 4.602  -0.1905
N: 2.326 -3.737 2.498  -0.1060
H: 1.587 -3.750 4.873  0.1491
H: 1.730 -2.037 5.200  0.3799
H: 2.905 -3.563 1.702  0.0796
H: 2.553 -4.614 2.924  0.3054
C: 2.891 3.744 1.422  0.5396
O: 1.719 3.484 1.806  -0.6533
N: 3.378 4.970 1.197  -0.0487
N: 3.778 2.707 1.143  0.2575
H: 4.379 4.908 1.048  0.1046
H: 2.940 5.761 1.578  0.1933
H: 3.521 1.704 1.068  -0.0426
H: 4.725 2.896 0.949  0.0060
C: 2.807 -5.222 -2.333  0.5376
O: 3.566 -5.183 -1.361  -0.8302
N: 2.609 -4.232 -3.278  0.4156
N: 2.092 -6.379 -2.517  -0.3088
H: 2.994 -3.289 -3.121  -0.0367
H: 1.662 -4.182 -3.682  -0.1143
H: 1.388 -6.477 -3.200  0.1686
H: 2.297 -7.053 -1.779  0.2399
C: 4.676 -1.920 -0.588  0.5315
C: 4.932 -0.817 0.403  -0.4437
O: 3.705 -0.238 0.843  -0.1411
O: 4.097 -3.015 0.059  -0.5316
H: 5.647 -2.046 -1.125  0.3021
H: 3.987 -1.673 -1.439  -0.3922
H: 5.536 -0.083 -0.112  -0.3503
H: 5.411 -1.216 1.268  0.5290
H: 3.228 -0.723 1.542  0.0567
H: 3.925 -3.686 -0.555  0.3154
C: 0.816 7.648 2.320  -0.0492
C: 0.417 6.398 2.979  -0.7158
O: -0.139 5.345 2.191  -0.3725
O: 2.068 7.493 1.686  -0.7001
H: 0.905 8.400 3.103  0.2453
H: 0.020 7.904 1.608  0.0394
H: -0.311 6.667 3.751  0.3890
H: 1.310 6.065 3.468  0.3617
H: 0.590 4.680 2.130  0.3338
H: 2.052 7.764 0.765  0.2698
C: -0.529 -2.211 -5.365  -1.0417
C: -0.198 -0.762 -5.164  -0.6420
O: -0.918 -0.291 -4.039  -0.5227
O: -0.015 -3.013 -4.285  0.1879
H: -0.088 -2.505 -6.276  0.3898
H: -1.604 -2.246 -5.302  0.3219
H: -0.498 -0.180 -5.988  0.6426
H: 0.853 -0.642 -5.038  0.2337
H: -0.439 0.237 -3.420  -0.2308
H: -0.138 -2.506 -3.420  0.1431
C: 7.501 3.520 0.147  -0.5081
C: 7.417 2.067 -0.234  -0.2702
O: 6.875 1.771 -1.554  -0.3728
O: 6.296 4.283 -0.154  -0.4638
H: 8.261 4.069 -0.346  0.2800
H: 7.719 3.705 1.223  0.3108
H: 6.721 1.558 0.426  0.1166
H: 8.342 1.518 -0.153  0.5276
H: 7.550 1.942 -2.223  0.2274
H: 5.876 3.898 -0.917  0.2594

HOMO: -7.9721 eV
Relative energy (zero: lowest compared OMol25 entry of this formula, charge and spin): 0.1876 eV
Kohn-Sham gap: 8.0 eV